This record from the Open Molecules 2025 dataset describes C5H8N2 in the gas phase. The level of theory is the ωB97M-V functional and the def2-TZVPD basis.

Geometry (Å):
C  -1.86  -1.40  0.73
N  -0.83  -0.54  0.60
C  -0.61  0.64  1.18
C  0.44  1.36  0.49
C  0.90  0.59  -0.52
N  2.05  0.73  -1.31
C  0.12  -0.70  -0.53
H  -0.53  -0.85  -1.40
H  -1.70  -2.44  0.47
H  -2.70  -1.09  1.33
H  -1.22  0.96  2.01
H  0.81  2.33  0.80
H  2.45  1.66  -1.28
H  1.95  0.41  -2.27
H  0.76  -1.57  -0.41

The gap between HOMO and LUMO (spin up / spin down) is 0.2547 / 0.2448 hartree. The calculation puts the energy above the lowest of the compared OMol25 structures with the same formula, charge and spin at 265.1 kJ/mol. As for the net charge: 0. Its lowest unoccupied orbital energy (spin up / spin down) is 0.95 / 0.92 eV.